# C8H6AuN2O5S

A molecular structure, C8H6AuN2O5S in a non-equilibrium geometry (ωB97M-V/def2-TZVPD, OMol25).

The orbital gap (spin up / spin down) comes out at 6.554 / 2.534 eV. The value obtained for the electronic energy is -36101.1912 eV. As for the expectation value of S²: 2.037. Its total charge is +3. As for the spin multiplicity: 3. The value obtained for the relative energy (zero: lowest compared OMol25 entry of this formula, charge and spin) is 0.37 kcal per mole.

```
23
Properties=species:S:1:pos:R:3:forces:R:3:mulliken_charge:R:1
O -0.59533 -1.44234 -5.26338 1.559 -0.090 -0.681 -0.126
C 0.43539 -1.50238 -5.74871 -1.554 0.094 0.734 0.131
Au 1.17717 -0.60124 -0.87960 -1.205 -1.448 0.902 0.428
O 1.14995 -4.59893 -2.18241 -0.088 2.345 0.790 -0.034
C 1.12097 -3.52729 -1.80742 0.187 -2.209 -0.716 0.038
C -2.24343 0.10904 -1.90795 -1.483 2.340 0.229 0.184
O -3.01189 0.95018 -1.86341 1.544 -1.883 -0.165 -0.150
C -1.93579 -2.69772 -1.88645 -1.447 -1.472 -1.630 0.095
O -2.60125 -3.16638 -2.68418 1.529 1.144 1.813 -0.063
C 2.18429 -0.01745 -2.40907 4.078 3.228 -5.786 0.577
O 2.77939 0.42921 -3.29706 -2.932 -2.363 4.269 -0.117
S -0.23017 -1.19862 0.87349 -0.068 -0.671 -0.553 0.104
C 0.00806 0.19197 1.85785 -0.280 0.606 0.450 0.379
N 1.16934 0.78276 2.18451 -0.802 0.980 0.369 0.091
C 0.98296 2.06052 2.85867 -1.024 -0.782 -0.076 -0.324
C -0.54294 2.14654 2.98851 0.641 -0.420 -0.394 -0.311
N -1.00168 0.90768 2.37527 1.071 0.500 0.214 0.106
H 2.06608 0.38696 1.95920 0.821 -0.275 -0.158 0.288
H 1.38390 2.87233 2.24062 0.445 0.171 -0.054 0.350
H 1.47934 2.06722 3.83803 0.397 0.068 0.031 0.366
H -0.98034 2.99120 2.43673 -0.228 0.192 0.167 0.358
H -0.82095 2.22059 4.04532 -0.552 0.014 0.176 0.356
H -1.97306 0.63614 2.27146 -0.607 -0.067 0.069 0.277
```
Positions in Å, forces in eV/Å.

=====

# C8H6ClN2O3

2 unconnected molecules or ions with the total composition C8H6ClN2O3 in a non-equilibrium geometry (ωB97M-V/def2-TZVPD, OMol25).

The orbital gap (spin up / spin down) comes out at 7.035 / 7.033 eV. The value obtained for the electronic energy is -30036.0863 eV. Its total charge is -1. The value obtained for the relative energy (zero: lowest compared OMol25 entry of this formula, charge and spin) is 48.67 kcal per mole.

```
20
Properties=species:S:1:pos:R:3:forces:R:3:mulliken_charge:R:1
C -3.66219 1.45085 -0.04362 3.500 0.525 2.146 -0.561
C -3.29003 0.23926 -0.34842 -1.888 -3.810 -1.734 0.541
C -2.74573 2.23964 0.80055 -1.241 1.195 -0.148 0.292
C -1.67951 0.29699 0.94534 -1.418 1.353 -2.326 0.621
C -4.38445 -0.81080 -1.12342 0.364 2.229 1.267 0.484
C 2.69330 0.87988 1.53375 1.917 -0.362 3.301 -0.525
C 2.37495 1.96968 0.59552 2.232 3.974 -2.024 -0.377
C 1.83944 0.63994 0.38509 0.219 -0.987 -1.852 0.386
N -2.16696 -0.48138 0.09397 1.336 -1.682 1.042 -0.602
N -1.65790 1.47076 1.25961 1.785 -0.349 1.999 -0.399
O -4.64335 -0.45032 -2.24669 0.021 0.107 -1.840 -0.635
O -2.86147 3.40394 1.07610 0.009 0.411 0.102 -0.606
O -4.88084 -1.56619 -0.31903 -0.016 -1.292 0.803 -0.628
Cl 2.67621 -0.34791 -0.87417 -0.411 0.253 0.122 -0.270
H -4.46944 1.93271 -0.40631 -2.469 1.310 -1.273 0.527
H 3.73054 0.38654 1.60354 -1.751 0.910 -0.614 0.203
H 2.31336 1.02260 2.56415 -0.235 -0.407 -0.799 0.226
H 1.81322 2.90504 0.82160 -0.391 -1.470 0.495 0.248
H 3.15992 2.41874 -0.10994 -0.784 -1.469 0.874 0.184
H 0.79411 0.50601 0.30940 -0.780 -0.437 0.457 -0.108
```
Positions in Å, forces in eV/Å.

=====

# C8H6ClN2O3PPd

A molecular structure, C8H6ClN2O3PPd in a non-equilibrium geometry (ωB97M-V/def2-TZVPD, OMol25).

The orbital gap comes out at 4.076 eV. The value obtained for the electronic energy is -42786.3942 eV. Its total charge is +2.

```
22
Properties=species:S:1:pos:R:3:forces:R:3:mulliken_charge:R:1
O -2.25935 -0.75914 2.50907 -5.490 0.061 -2.338 -0.593
P -1.70996 -1.69033 1.44558 0.494 -1.515 -4.401 0.858
O -0.88331 -2.81234 2.17848 -0.352 0.664 0.144 -0.412
O -2.86950 -2.37511 0.66457 0.465 0.777 0.689 -0.395
C -0.59441 -0.66695 0.48161 -1.464 -1.178 -1.039 1.074
C 0.42065 -0.21764 1.27167 1.017 1.322 -0.029 -0.743
C 1.40425 0.63572 0.79216 -0.007 0.027 1.758 -0.953
C 1.40995 1.07481 -0.53375 0.117 -0.549 0.596 0.315
N 2.38847 1.93057 -0.91490 -0.475 -0.143 -0.675 -0.510
C 2.27351 2.28012 -2.16792 0.675 0.557 0.095 -0.223
C 1.27077 1.79651 -3.04663 -0.461 -0.323 -0.062 -0.253
N 0.32680 0.96442 -2.66447 0.313 0.553 -0.598 -0.468
C 0.39453 0.61857 -1.38224 -0.633 -0.677 0.704 0.244
C -0.62896 -0.26993 -0.84180 0.335 0.156 -0.016 0.615
Cl -1.81788 -0.77529 -1.89105 -0.706 -0.369 -0.553 -0.098
H -1.40610 -3.09754 2.94956 0.180 -0.946 0.030 0.399
H -3.48954 -1.68223 0.37597 -0.560 -0.343 -0.509 0.391
H 0.34171 -0.56597 2.28936 1.509 -0.527 0.865 0.571
H 2.16932 0.99104 1.46900 0.081 0.185 -0.076 0.463
H 2.99387 2.98551 -2.55867 0.130 0.045 0.006 0.438
H 1.27976 2.12956 -4.07427 -0.083 -0.059 -0.145 0.445
Pd -1.01457 -0.49434 3.64869 4.914 2.281 5.554 0.836
```
Positions in Å, forces in eV/Å.